Entry 1:
# C23H42BN11OP

11 unconnected molecules or ions with the total composition C23H42BN11OP (ωB97M-V with the def2-TZVPD basis set, the Open Molecules 2025 dataset).

The gap between HOMO and LUMO is 4.3 eV. The energy above the lowest of the compared OMol25 structures with the same formula, charge and spin is 14.9 kcal per mole. The max |F| is 4.0 eV/Å. Its charge is -1. The value obtained for the electronic energy is -1945.1892 Eh.

XYZ file:
```
79
Properties=species:S:1:pos:R:3:mulliken_charge:R:1
C -0.259 5.241 0.438 -1.143
N 0.003 3.792 0.502 0.110
C 0.608 3.234 -0.713 -0.612
B -0.050 1.846 -1.312 0.234
P -0.806 0.590 -0.040 -0.417
C 0.023 -1.070 -0.391 -0.775
O -0.355 0.914 1.588 -0.484
H -0.079 5.708 1.430 0.166
H 0.297 5.774 -0.344 0.440
H -1.349 5.352 0.263 0.433
H -0.882 3.361 0.753 0.246
H 1.702 3.072 -0.614 0.084
H 0.519 3.997 -1.523 0.103
H -0.856 2.146 -2.175 -0.193
H 0.848 1.262 -1.904 -0.224
H 0.966 -0.938 -0.932 0.305
H -0.692 -1.742 -0.887 0.355
H 0.246 -1.512 0.602 0.110
H -1.184 0.831 2.071 0.309
C 0.704 -4.806 1.601 -0.874
C -0.578 -5.091 0.939 0.439
N -1.577 -5.320 0.416 -0.487
H 1.267 -5.727 1.722 0.361
H 1.286 -4.109 0.998 0.228
H 0.527 -4.367 2.581 0.280
C 2.903 -4.682 5.452 -0.774
C 3.084 -5.257 4.115 0.396
N 3.222 -5.704 3.065 -0.421
H 3.101 -5.439 6.209 0.277
H 3.590 -3.849 5.592 0.267
H 1.882 -4.323 5.565 0.274
C 4.195 4.777 2.576 -1.019
C 2.938 4.550 1.846 0.305
N 1.952 4.367 1.268 -0.172
H 4.752 3.844 2.656 0.258
H 4.803 5.509 2.045 0.255
H 3.983 5.151 3.577 0.259
C 1.335 -5.324 -2.494 -0.376
C 1.783 -4.065 -1.889 0.246
N 2.112 -3.092 -1.372 -0.474
H 1.317 -6.110 -1.744 0.328
H 0.335 -5.197 -2.895 0.247
H 2.006 -5.616 -3.296 0.010
C 2.130 -7.907 -5.736 -0.746
C 3.130 -7.446 -4.769 0.405
N 3.909 -7.079 -4.007 -0.418
H 2.616 -8.165 -6.676 0.349
H 1.616 -8.783 -5.345 0.218
H 1.401 -7.118 -5.916 0.242
C -0.920 4.327 3.961 -0.109
C -2.231 3.777 4.323 0.246
N -3.260 3.350 4.610 -0.430
H -0.944 5.414 4.025 0.271
H -0.161 3.947 4.643 0.284
H -0.658 4.035 2.940 -0.217
C -0.453 9.737 0.047 -0.798
C -1.327 8.684 0.576 0.428
N -2.011 7.859 0.991 -0.414
H -1.038 10.621 -0.177 0.186
H 0.308 9.992 0.782 0.266
H 0.034 9.393 -0.864 0.307
C -2.313 -8.194 -4.998 -0.996
C -1.281 -7.763 -4.055 0.385
N -0.503 -7.392 -3.296 -0.347
H -1.871 -8.469 -5.955 0.318
H -2.844 -9.050 -4.590 0.361
H -3.021 -7.380 -5.157 0.268
C -4.406 -7.045 -1.547 -0.630
C -3.917 -8.351 -2.007 0.401
N -3.532 -9.371 -2.373 -0.482
H -5.380 -7.162 -1.073 0.310
H -3.705 -6.622 -0.826 0.169
H -4.499 -6.366 -2.392 0.251
C -2.829 12.740 1.859 -0.774
C -1.606 12.801 1.052 0.417
N -0.646 12.839 0.420 -0.436
H -3.408 11.859 1.587 0.291
H -2.572 12.685 2.915 0.261
H -3.431 13.631 1.684 0.284
```

Entry 2:
# C23H42Cl3N2O4RuSi

A molecular structure, C23H42Cl3N2O4RuSi (ωB97M-V with the def2-TZVPD basis set, the Open Molecules 2025 dataset).

The gap between HOMO and LUMO (alpha / beta) is 6.4 / 8.1 eV. The energy above the lowest of the compared OMol25 structures with the same formula, charge and spin is 0.0 kcal per mole. The max |F| is 3.4 eV/Å. Its spin multiplicity is 6. The value obtained for the electronic energy is -3077.0663 Eh.

XYZ file:
```
76
Properties=species:S:1:pos:R:3:lowdin_spin:R:1
C -1.481 -2.036 -3.428 0.001
C -1.076 -3.041 -2.408 0.004
H -1.101 -2.301 -4.420 0.000
H -1.097 -1.036 -3.167 0.001
H -2.579 -1.955 -3.497 0.000
C -0.536 -4.239 -2.683 0.008
C -0.358 -4.826 -4.043 0.002
H -0.202 -4.875 -1.861 0.000
H -0.565 -4.128 -4.864 0.000
H -1.000 -5.708 -4.190 0.000
H 0.675 -5.182 -4.161 0.000
Ru -0.164 0.123 -0.038 3.779
Cl -2.346 0.184 0.465 0.287
Cl -0.232 1.199 -2.035 0.237
H 0.686 4.612 3.186 0.000
H -1.380 5.649 2.119 0.000
C 1.006 4.292 2.186 0.002
C -1.001 5.307 1.146 0.002
N -0.157 4.131 1.320 0.009
H 1.557 3.351 2.245 0.000
C -0.400 2.983 0.708 0.013
O 0.296 1.947 0.969 0.079
H -1.842 5.065 0.492 0.000
H -1.219 2.939 -0.025 0.001
H 1.658 5.079 1.788 0.000
H -0.424 6.128 0.703 0.000
H 1.543 -1.618 -3.401 0.001
H 2.421 -3.763 -2.001 0.001
C 2.368 -1.069 -2.924 0.004
C 3.226 -3.060 -1.739 0.002
N 2.712 -1.702 -1.656 0.032
H 2.072 -0.030 -2.765 0.002
C 2.532 -1.117 -0.471 0.032
O 1.981 0.007 -0.309 0.054
H 3.642 -3.343 -0.767 0.000
H 2.924 -1.679 0.398 0.002
H 3.239 -1.125 -3.593 0.001
H 4.004 -3.120 -2.510 0.000
O -0.156 -1.698 -0.750 0.287
C -1.229 -2.566 -0.973 0.028
C 0.040 -4.047 0.636 0.002
C -1.183 -3.652 0.103 0.006
H 0.941 -3.525 0.307 0.001
C 0.099 -5.094 1.563 0.000
H -2.187 -2.029 -0.886 0.002
C -2.364 -4.265 0.534 0.001
H 1.073 -5.389 1.957 0.000
C -1.072 -5.750 1.954 0.000
C -2.306 -5.331 1.436 0.000
H -3.315 -3.906 0.130 0.000
H -1.021 -6.586 2.658 0.000
H -3.224 -5.843 1.734 0.000
Si -0.386 4.715 -5.551 0.001
Cl -0.633 3.183 -6.931 0.000
C 1.446 4.788 -5.176 0.000
C -1.463 4.249 -4.097 0.003
C -0.948 6.319 -6.354 0.000
H 1.807 3.817 -4.817 0.000
H 1.660 5.544 -4.410 0.000
H 2.009 5.051 -6.081 0.000
H -0.336 6.550 -7.235 0.000
H -0.861 7.159 -5.652 0.000
H -1.994 6.251 -6.676 0.000
H -1.162 3.285 -3.664 0.005
H -2.508 4.172 -4.423 0.000
H -1.405 5.011 -3.309 0.000
C -0.968 0.446 3.511 0.005
C 0.148 -0.428 3.055 0.026
C 1.197 -0.842 4.045 0.006
O 0.263 -0.844 1.880 0.061
H -1.038 0.430 4.605 0.000
H -1.912 0.132 3.052 0.004
H -0.770 1.476 3.183 0.001
H 1.387 -1.918 3.968 0.001
H 2.132 -0.310 3.824 0.001
H 0.869 -0.590 5.056 0.000
```

Entry 3:
# C23H43Cl2CoFN3O4Si

A molecular structure, C23H43Cl2CoFN3O4Si (ωB97M-V with the def2-TZVPD basis set, the Open Molecules 2025 dataset).

The gap between HOMO and LUMO (alpha / beta) is 8.8 / 5.9 eV. The energy above the lowest of the compared OMol25 structures with the same formula, charge and spin is 10.2 kcal per mole. The max |F| is 2.5 eV/Å. Its spin multiplicity is 5. The value obtained for the electronic energy is -4059.9646 Eh.

XYZ file:
```
78
Properties=species:S:1:pos:R:3:lowdin_spin:R:1
C 3.216 -2.473 -2.251 0.003
C 2.626 -1.649 -3.368 0.000
H 2.936 -3.535 -2.376 0.000
H 2.822 -2.111 -1.289 0.001
H 4.330 -2.416 -2.249 0.001
C 2.676 -2.040 -4.661 0.000
C 3.165 -3.346 -5.168 0.000
H 2.437 -1.309 -5.435 0.000
H 2.786 -4.211 -4.617 0.000
H 4.258 -3.356 -5.155 0.000
H 2.862 -3.463 -6.207 0.000
Co 2.402 0.747 0.675 3.144
Cl 4.073 0.408 -0.726 0.287
C 0.515 2.829 1.526 0.006
O 0.651 1.594 1.301 0.061
N -0.667 3.474 1.455 0.006
C -1.925 2.724 1.435 0.001
C -0.716 4.919 1.195 0.001
H 1.380 3.496 1.749 0.001
H -1.980 2.107 2.350 0.000
H -1.979 2.060 0.555 0.000
H -2.747 3.464 1.433 0.000
H -0.012 5.428 1.857 0.000
H -1.719 5.286 1.443 0.000
H -0.444 5.155 0.149 0.000
H -3.738 1.837 6.601 0.000
H -1.173 1.793 8.268 0.000
C -3.345 0.812 6.515 0.000
C -1.206 0.789 7.814 0.000
N -1.890 0.793 6.526 0.000
H -3.707 0.368 5.582 0.000
C -1.203 1.117 5.403 0.000
O -1.729 1.314 4.303 0.000
H -0.180 0.437 7.653 0.000
H -0.107 1.168 5.583 0.000
H -3.687 0.238 7.379 0.000
H -1.732 0.119 8.503 0.000
H 0.383 -3.967 3.581 0.000
H -0.295 -3.493 0.776 0.003
C -0.617 -4.400 3.438 0.000
C -1.292 -3.818 1.119 0.002
N -1.433 -3.595 2.541 0.000
H -1.122 -4.426 4.400 0.000
C -2.241 -2.617 3.046 0.000
O -2.857 -1.781 2.390 0.000
H -2.087 -3.295 0.576 0.000
H -2.273 -2.667 4.162 0.000
H -0.507 -5.411 3.031 0.000
H -1.368 -4.902 0.943 0.000
O 1.283 -0.320 -1.806 0.010
C 2.086 -0.261 -2.987 0.004
C 0.468 0.007 -4.946 0.000
C 1.525 0.516 -4.174 0.001
H 0.043 -0.967 -4.687 0.000
C -0.019 0.748 -6.037 0.000
H 2.983 0.307 -2.688 0.003
C 2.150 1.720 -4.542 0.000
H -0.881 0.364 -6.593 0.000
C 0.598 1.950 -6.392 0.000
C 1.705 2.409 -5.680 0.000
H 2.997 2.068 -3.946 0.000
H 0.243 2.500 -7.268 0.000
H 2.240 3.314 -5.992 0.000
Si -0.290 0.183 -1.390 -0.001
Cl 1.587 -1.388 1.047 0.223
C -1.599 -0.462 -2.643 0.000
C -0.263 2.037 -1.773 -0.001
C -1.170 -0.473 0.143 0.002
H -1.605 0.075 -3.603 0.000
H -2.583 -0.275 -2.181 0.000
H -1.518 -1.539 -2.859 0.000
H -0.739 -1.479 0.260 0.001
H -2.230 -0.584 -0.108 0.000
H -1.030 0.060 1.090 0.000
H -0.074 2.203 -2.848 0.000
H 0.551 2.528 -1.226 0.000
H -1.223 2.520 -1.530 0.000
F 3.226 2.046 1.605 0.240
```